Record 1
A structure of composition C36H28N5O4OsS in a non-equilibrium geometry, computed with ωB97M-V/def2-TZVPD.

Properties
E_HOMO (alpha / beta) in hartree: -0.5250 / -0.6070
Calculated total energy in hartree: -2451.05657
Expectation value of S²: 6.029
Charge: +3
Spin multiplicity: 5
Maximum force in eV/A: 4.856

Geometry as XYZ:
```
75
Properties=species:S:1:pos:R:3:forces:R:3:mulliken_charge:R:1
Os 1.772 0.954 0.649 3.9 0.6 -1.0 0.798
C 2.912 5.012 -0.826 0.7 -1.5 -0.8 -0.495
O 4.124 4.325 -0.292 -1.8 -2.4 1.0 -0.394
C 3.682 3.093 0.134 2.2 3.1 -0.4 0.410
N 2.391 2.899 0.181 -0.4 -0.1 -0.7 -0.237
C 1.708 4.179 -0.243 0.7 0.8 1.0 -0.762
C 0.631 4.025 -1.263 -0.6 -0.7 -1.5 0.417
C 0.679 2.927 -2.166 0.2 0.9 0.9 -0.185
C -0.172 2.852 -3.252 0.4 -1.1 -0.3 -0.692
C -1.042 3.878 -3.530 0.2 0.2 0.5 -0.612
C -1.067 4.986 -2.693 -0.7 -0.6 -0.5 -0.660
C -0.308 5.041 -1.548 0.9 -0.5 0.3 -0.531
C 4.623 2.063 0.566 -1.9 -0.5 -0.6 0.208
C 5.967 1.996 0.659 1.2 0.6 0.2 -0.207
C 6.605 0.777 1.025 -1.0 -0.2 -0.4 -0.654
C 5.836 -0.362 1.161 0.3 0.7 0.6 -0.458
C 4.462 -0.233 1.112 -2.8 -1.5 -0.3 0.738
N 3.857 0.942 0.790 -0.6 0.1 0.5 -0.303
C 3.407 -1.249 1.207 4.2 -2.4 0.0 0.016
N 2.152 -1.019 0.905 -2.4 -0.8 -0.1 -0.299
C 1.513 -2.409 0.653 1.0 0.4 -0.2 0.662
C 2.485 -3.312 1.429 0.9 -0.2 -0.5 -0.603
O 3.769 -2.593 1.336 -1.7 2.3 0.1 -0.375
C 0.061 -2.670 0.923 -1.9 0.0 -0.1 0.450
C -0.385 -4.118 0.875 -1.1 0.4 -0.3 -0.844
C -1.689 -4.511 1.087 2.2 -0.3 -0.5 -1.388
C -2.790 -3.575 1.322 0.5 1.6 1.4 0.239
C -2.351 -2.091 1.063 -0.1 -0.5 -0.4 -0.185
C -0.917 -1.721 1.059 1.5 -0.4 -0.1 -1.071
H 3.058 4.945 -1.936 -0.6 -0.1 0.9 0.357
H 2.951 6.045 -0.553 -0.1 0.5 0.5 0.358
H 1.376 4.657 0.722 0.0 -0.3 -1.0 0.622
H 1.412 2.132 -2.042 0.0 0.1 0.1 0.504
H -0.093 1.955 -3.887 -0.2 0.6 0.2 0.470
H -1.703 3.823 -4.360 -0.4 0.0 -0.6 0.500
H -1.762 5.763 -2.950 -0.1 0.4 0.2 0.464
H -0.452 5.905 -0.935 0.3 0.4 0.5 0.549
H 6.566 2.887 0.499 -0.1 -0.1 -0.1 0.526
H 7.660 0.703 1.157 0.6 0.2 -0.1 0.510
H 6.262 -1.306 1.399 0.3 -0.6 0.1 0.545
H 1.680 -2.597 -0.425 -0.1 0.1 0.3 0.224
H 2.669 -4.302 0.943 -0.3 0.8 0.6 0.408
H 2.221 -3.380 2.486 0.0 -0.2 -0.1 0.407
H 0.345 -4.893 0.596 -0.3 0.4 0.5 0.407
H -1.872 -5.592 1.137 0.0 0.4 -0.2 0.417
H -3.203 -3.648 2.338 -0.2 -0.6 -0.3 0.790
H -2.977 -1.402 1.633 0.2 -0.1 0.2 0.740
H -0.640 -0.653 1.094 -0.3 -0.8 0.1 0.104
N -4.320 1.489 -0.919 1.6 0.5 0.8 -0.476
C -3.359 1.868 -0.383 -1.0 0.0 -0.8 -0.352
C -2.177 2.267 0.368 -0.5 -0.4 1.0 0.015
C -2.308 3.025 1.565 0.1 -0.2 -0.2 -0.274
C -1.288 3.009 2.542 -0.7 -0.2 -1.1 -0.915
C -0.168 2.270 2.301 0.2 -0.1 -1.7 -0.345
N 0.013 1.729 1.051 -1.8 -0.7 0.7 0.139
C -0.973 1.621 0.114 0.0 0.9 1.2 0.586
H -3.249 3.561 1.742 0.4 -0.3 0.0 0.591
H -1.355 3.497 3.479 -0.5 0.5 0.7 0.581
H 0.659 2.111 2.994 -0.3 0.2 -0.1 0.470
H -0.800 0.981 -0.751 0.0 0.3 0.2 0.443
O -5.714 -5.647 0.863 1.9 0.8 0.6 -0.446
C -5.118 -5.564 -0.359 -2.5 -3.9 -1.3 0.198
O -5.452 -6.413 -1.211 1.4 3.1 2.1 -0.443
C -4.170 -4.473 -0.704 0.6 -0.1 -0.1 0.306
C -3.912 -3.375 0.219 -0.2 1.2 -0.8 -0.356
C -3.084 -2.184 -0.340 -0.3 1.4 -0.7 -0.113
C -2.267 -2.444 -1.600 0.5 1.5 1.7 -0.246
S -1.062 -1.412 -2.125 -1.2 -1.0 0.5 -0.058
C -2.553 -3.643 -2.295 0.1 -0.8 -1.0 -0.192
C -3.453 -4.625 -1.891 -0.5 0.8 0.5 -0.722
H -5.109 -5.428 1.639 -1.1 -0.2 -1.4 0.398
H -4.797 -2.920 0.706 0.2 -0.9 -0.2 0.611
H -3.665 -1.218 -0.468 0.4 -1.2 -0.2 0.584
H -2.051 -3.734 -3.262 -0.1 -0.2 0.2 0.538
H -3.684 -5.472 -2.514 0.1 -0.2 -0.1 0.593
```
Positions in Å, forces in eV/Å.

---

Record 2
A structure of composition C35H34FIrN3OP2, computed with ωB97M-V/def2-TZVPD.

Properties
E_HOMO (alpha / beta) in hartree: -0.4741 / -0.5228
Calculated total energy in hartree: -2479.90361
Expectation value of S²: 8.780
Charge: +2
Spin multiplicity: 6
Maximum force in eV/A: 0.116

Geometry as XYZ:
```
77
Properties=species:S:1:pos:R:3:forces:R:3:mulliken_charge:R:1
Ir -0.400 0.982 -0.042 0.1 0.0 -0.1 1.569
C -4.473 2.031 -0.122 0.0 0.0 0.0 -1.037
N -3.595 1.184 -0.871 0.0 0.0 0.0 -0.237
P -2.140 1.831 -1.446 0.1 0.1 0.0 1.236
C -2.174 3.635 -1.442 0.0 0.0 0.0 0.467
C -1.606 4.329 -0.373 0.0 0.0 0.0 -0.401
C -1.681 5.712 -0.321 0.0 0.0 0.0 -0.802
C -2.325 6.405 -1.336 0.0 0.0 0.0 -0.570
C -2.897 5.720 -2.402 0.0 0.0 0.0 -0.703
C -2.824 4.339 -2.458 0.0 0.0 0.0 -0.468
C -2.103 1.319 -3.170 0.0 0.1 0.0 0.161
C -2.998 0.382 -3.676 0.0 0.0 0.0 -0.370
C -2.934 0.031 -5.017 0.0 0.0 0.0 -0.639
C -1.981 0.607 -5.844 0.0 0.0 0.0 -0.592
C -1.077 1.533 -5.335 0.0 0.0 0.0 -0.778
C -1.133 1.889 -3.999 -0.1 0.0 0.0 -0.707
P -0.407 -1.357 -0.435 0.0 -0.1 0.1 1.017
C -1.597 -2.145 0.660 0.0 0.0 0.0 0.437
C -1.180 -2.704 1.868 0.0 0.0 0.0 -0.784
C -2.119 -3.191 2.765 0.0 0.0 0.0 -0.846
C -3.474 -3.108 2.467 0.0 0.0 0.0 -0.640
C -3.892 -2.538 1.271 0.0 0.0 0.0 -0.845
C -2.959 -2.056 0.366 0.0 0.0 0.0 -0.316
C -0.679 -1.967 -2.100 0.0 0.0 0.0 1.113
C 0.012 -1.321 -3.127 0.0 0.0 0.0 -0.605
C -0.027 -1.826 -4.415 0.0 0.0 0.0 -0.536
C -0.773 -2.966 -4.685 0.0 0.0 0.0 -0.729
C -1.475 -3.604 -3.671 0.0 0.0 0.0 -0.726
C -1.421 -3.115 -2.374 0.0 0.0 0.0 -0.683
H -4.938 2.759 -0.804 0.0 0.0 0.0 0.390
H -3.953 2.638 0.631 0.0 0.0 0.0 0.394
H -5.264 1.442 0.336 0.0 0.0 0.0 0.330
H -1.113 3.782 0.426 0.0 0.0 0.0 0.260
H -1.241 6.249 0.509 0.0 0.0 0.0 0.464
H -2.383 7.485 -1.298 0.0 0.0 0.0 0.426
H -3.400 6.265 -3.189 0.0 0.0 0.0 0.460
H -3.266 3.809 -3.294 0.0 0.0 0.0 0.484
H -3.749 -0.056 -3.032 0.0 0.0 0.0 0.453
H -3.639 -0.684 -5.418 0.0 0.0 0.0 0.470
H -1.945 0.339 -6.892 0.0 0.0 0.0 0.456
H -0.339 1.986 -5.984 0.0 0.0 0.0 0.433
H -0.444 2.629 -3.608 0.0 0.0 0.0 0.483
H -0.126 -2.758 2.110 0.0 0.0 0.0 0.483
H -1.794 -3.642 3.693 0.0 0.0 0.0 0.491
H -4.204 -3.497 3.164 0.0 0.0 0.0 0.451
H -4.947 -2.480 1.038 0.0 0.0 0.0 0.499
H -3.291 -1.605 -0.563 0.0 0.0 0.0 0.372
H 0.579 -0.420 -2.918 0.0 0.0 0.0 0.229
H 0.516 -1.331 -5.208 0.0 0.0 0.0 0.496
H -0.805 -3.363 -5.691 0.0 0.0 0.0 0.437
H -2.051 -4.494 -3.885 0.0 0.0 0.0 0.462
H -1.948 -3.632 -1.583 0.0 0.0 0.0 0.465
F -1.209 0.472 5.968 0.0 0.0 0.0 -0.264
C -1.033 0.622 4.680 -0.1 0.0 0.0 0.335
C -2.141 0.478 3.832 0.0 0.0 0.0 -0.678
C -1.944 0.635 2.490 -0.1 0.0 0.0 0.021
C -0.649 0.934 1.950 0.1 0.0 0.0 -0.056
C 0.442 1.067 2.870 0.0 0.0 0.0 -0.290
C 0.260 0.916 4.214 0.0 0.0 0.0 -0.648
H -3.107 0.242 4.257 0.0 0.0 0.0 0.531
H -2.781 0.506 1.814 0.0 0.0 0.0 0.385
H 1.432 1.295 2.492 0.0 0.0 0.0 0.447
H 1.066 1.013 4.929 0.0 0.0 0.0 0.515
N 2.559 0.554 -0.803 0.0 0.0 -0.1 0.366
C 3.711 1.128 -1.174 0.0 0.0 0.0 -0.297
C 3.501 2.492 -1.222 0.0 0.0 0.0 -0.781
C 2.170 2.665 -0.852 0.0 0.0 0.0 -0.560
N 1.603 1.481 -0.601 -0.1 0.0 0.1 -0.105
H 2.342 -0.422 -0.630 0.0 0.0 0.0 0.102
H 4.593 0.539 -1.367 0.0 0.0 0.0 0.481
H 4.215 3.253 -1.483 0.0 0.0 0.0 0.419
H 1.593 3.570 -0.756 0.0 0.0 0.0 0.558
C 1.402 -3.311 -0.254 0.0 0.0 0.0 -0.935
O 1.059 -1.921 -0.008 0.0 0.1 0.0 -0.472
H 2.309 -3.505 0.311 0.0 0.0 0.0 0.315
H 1.575 -3.464 -1.318 0.0 0.0 0.0 0.323
H 0.604 -3.968 0.090 0.0 0.0 0.0 0.414
```
Positions in Å, forces in eV/Å.

---

Record 3
A cluster of 9 separate species, C2H22O9 in total in a non-equilibrium geometry, computed with ωB97M-V/def2-TZVPD.

Properties
E_HOMO in hartree: -0.3980
Calculated total energy in hartree: -766.55470
Structure (SMILES): CCO.O.O.O.O.O.O.O.O
Maximum force in eV/A: 1.997

Geometry as XYZ:
```
33
Properties=species:S:1:pos:R:3:forces:R:3:mulliken_charge:R:1
C 1.284 -0.461 3.149 -0.3 0.5 0.0 -0.701
C 0.416 -1.133 4.216 1.6 -0.5 -1.2 -0.181
O -0.948 -0.882 3.948 -0.3 0.1 0.3 -0.508
H 1.323 0.618 3.307 0.0 0.0 -0.2 0.307
H 0.866 -0.666 2.163 -0.3 0.1 0.0 -0.049
H 2.302 -0.849 3.090 0.0 -0.1 0.5 0.400
H 0.701 -0.797 5.212 -0.1 -0.1 0.1 0.309
H 0.672 -2.191 4.058 -0.5 -0.1 0.7 0.221
H -1.437 -1.044 4.759 -0.2 0.0 -0.1 0.284
O -1.688 -0.184 1.318 -0.2 0.1 0.2 -0.632
H -1.656 -0.395 2.270 0.2 0.0 -0.2 0.372
H -1.869 -1.025 0.883 0.1 0.0 0.0 0.276
O -2.045 1.422 -2.581 0.1 -0.2 -0.2 -0.633
H -2.916 1.114 -2.309 0.1 0.0 0.1 0.263
H -1.980 1.166 -3.509 -0.1 0.0 0.0 0.322
O 0.292 3.216 -2.866 0.1 -0.2 0.1 -0.660
H -0.548 2.767 -3.003 -0.1 0.2 0.1 0.340
H 0.946 2.500 -2.952 0.0 0.1 0.0 0.400
O -0.289 -2.731 0.243 0.0 0.0 0.1 -0.584
H 0.493 -3.073 0.685 0.0 0.0 0.0 0.310
H -0.028 -1.872 -0.117 0.0 -0.1 -0.3 0.287
O 0.257 -0.229 -1.276 0.3 -0.3 0.1 -0.640
H -0.238 0.470 -1.722 -0.2 0.0 0.1 0.274
H 0.302 0.084 -0.358 0.0 0.5 -0.2 0.243
O 2.106 1.050 -3.239 0.2 -0.1 0.0 -0.671
H 2.040 0.307 -2.622 -0.2 0.1 0.1 0.320
H 2.981 1.424 -3.088 0.0 0.0 -0.1 0.303
O -0.012 2.025 0.540 -0.2 -0.1 0.0 -0.658
H -0.787 1.559 0.892 0.1 -0.1 0.0 0.357
H -0.343 2.543 -0.205 0.1 0.1 0.0 0.314
O -0.080 -1.912 -3.837 0.0 0.0 0.1 -0.635
H -0.293 -1.025 -4.138 0.1 0.0 0.0 0.283
H 0.177 -1.799 -2.913 -0.1 0.0 0.0 0.366
```
Positions in Å, forces in eV/Å.

---

Record 4
A cluster of 2 separate species, C5H10N2OS in total in a non-equilibrium geometry, computed with ωB97M-V/def2-TZVPD.

Properties
E_HOMO in hartree: -0.3057
Calculated total energy in hartree: -779.31766
Maximum force in eV/A: 3.925

Geometry as XYZ:
```
19
Properties=species:S:1:pos:R:3:forces:R:3:mulliken_charge:R:1
C 0.929 0.324 -1.190 -0.7 -0.4 2.2 0.540
C -1.246 -0.491 -1.842 0.4 -2.5 -1.4 -1.423
C 0.623 -2.135 -1.139 -0.4 -0.6 -0.7 -1.033
C -0.817 2.557 2.474 1.9 -1.5 2.2 -0.688
C 0.156 -0.727 -1.392 0.9 1.0 0.2 0.474
N 1.525 1.247 -0.665 1.5 -0.2 -3.6 -0.710
N -1.058 2.149 1.167 0.2 0.7 -2.1 -0.245
O -1.449 -0.162 1.901 -0.1 -2.0 1.9 -0.495
S -1.411 0.752 0.820 -0.3 1.0 -1.5 0.506
H -1.391 0.451 -2.245 -0.3 2.2 -0.4 0.393
H -1.485 -1.151 -2.715 0.0 0.1 0.9 0.437
H -1.904 -0.655 -1.007 -0.6 -0.4 -0.2 0.325
H 0.496 -2.534 -0.111 -0.9 0.4 -0.4 0.226
H 1.734 -2.277 -1.207 -1.1 0.1 -1.0 0.309
H -0.091 -2.622 -1.916 2.0 -0.5 1.4 0.276
H -0.598 3.586 2.509 -0.1 1.4 0.1 0.293
H -1.724 2.278 3.027 0.6 0.2 0.7 0.318
H 0.176 2.048 2.899 -2.3 0.7 -0.5 0.239
H 1.257 1.598 0.195 -0.8 0.5 2.2 0.256
```
Positions in Å, forces in eV/Å.

---

Q: Which formula does entry 4 have?
A: C5H10N2OS

---

Q: The lowest calculated total energy belongs to which entry?
A: C35H34FIrN3OP2

---

Q: Which value of maximum force does entry 4 give?
A: 3.925 eV/A